(1)
The following is a quantum chemistry calculation of a structure of composition C8H23AsP, from the OMol25 dataset.

Calculated values
Gap between HOMO and LUMO, Ha: 0.22593
Strongest force on any atom, eV/Å: 0.58
Relative energy (zero: lowest compared OMol25 entry of this formula, charge and spin), kJ/mol: 0.0
Total charge: -1

Cartesian coordinates (Å):
C: -2.98164 -1.87677 2.15727
C: -1.61089 -2.48966 2.43104
C: -0.47404 -1.46670 2.41014
C: -0.24563 -0.79858 1.05186
C: 0.57797 -1.67199 0.10660
C: 0.66505 -1.14377 -1.31450
As: 1.85160 0.51186 -1.56669
P: -0.02486 2.06176 -1.20624
C: 0.96037 3.35920 -0.32801
C: -0.02587 2.86734 -2.88184
H: -3.11057 -0.94893 2.72138
H: -3.78395 -2.55851 2.45001
H: -3.11856 -1.63459 1.10387
H: -1.62833 -2.98232 3.40873
H: -1.40955 -3.27371 1.69458
H: 0.45396 -1.96654 2.71125
H: -0.68023 -0.70690 3.17289
H: -1.20038 -0.55568 0.57541
H: 0.25764 0.15996 1.18777
H: 1.59670 -1.77216 0.50917
H: 0.15013 -2.68570 0.11393
H: 1.15905 -1.87482 -1.96332
H: -0.32846 -0.92611 -1.72232
H: 1.49502 0.46065 -3.14760
H: 2.80786 1.78318 -1.80142
H: 2.13326 0.61531 0.02152
H: 3.11678 -0.44196 -1.77787
H: 0.76630 3.29097 0.74446
H: 2.04087 3.23835 -0.49533
H: 0.66290 4.35493 -0.66125
H: 0.55816 2.25745 -3.58430
H: 0.41380 3.86531 -2.85596
H: -1.04447 2.94917 -3.26523

Forces on atoms 1 to 6 (eV/Å):
-0.065 0.000 0.058
0.038 0.000 -0.026
0.018 0.027 -0.020
0.004 -0.020 -0.039
-0.018 -0.056 -0.034
0.092 -0.041 0.013

Löwdin atomic charge list, values in e, 4 entries:
1 C -0.12
2 C -0.28
3 C -0.23
4 C -0.26



(2)
The following is a quantum chemistry calculation of the ion C3H9N2O with charge +1 in a non-equilibrium geometry, from the OMol25 dataset.

Calculated values
Gap between HOMO and LUMO, Ha: 0.38964
Strongest force on any atom, eV/Å: 4.01
Relative energy (zero: lowest compared OMol25 entry of this formula, charge and spin), kJ/mol: 158.2
SMILES string: C[C@H]([NH3+])C(N)=O
Total charge: +1

Cartesian coordinates (Å):
N: -0.16647 -1.56324 0.69154
C: -0.04928 -0.39275 -0.20346
C: -1.29051 0.39988 -0.22188
C: 1.16501 0.41519 0.09543
N: 1.12999 1.65172 -0.40488
O: 2.14883 -0.10387 0.64143
H: -0.75819 -2.34070 0.30713
H: -0.51239 -1.32353 1.65453
H: 0.74650 -1.94818 0.92324
H: 0.19443 -0.80543 -1.26443
H: -1.65053 0.88258 -1.18295
H: -1.15712 1.32495 0.42049
H: -2.03834 -0.39967 -0.15398
H: 1.68821 2.50384 -0.06730
H: 0.54985 1.69923 -1.23491

Forces on atoms 1 to 6 (eV/Å):
-0.516 -0.936 1.435
0.990 -0.664 -3.500
-1.634 1.405 -1.038
3.694 -0.892 1.264
0.198 2.079 -0.020
-1.883 0.459 0.104

Löwdin atomic charge list, values in e, 4 entries:
1 N 0.22
2 C -0.33
3 C -0.05
4 C -0.52



(3)
The following is a quantum chemistry calculation of a structure of composition C25H24Co2NO6 in a non-equilibrium geometry, from the OMol25 dataset.

Calculated values
Gap between HOMO and LUMO, Ha: 0.11332
Strongest force on any atom, eV/Å: 5.35
Relative energy (zero: lowest compared OMol25 entry of this formula, charge and spin), kJ/mol: 246.7
Total charge: +1

Cartesian coordinates (Å):
C: 0.97566 -0.42556 3.47935
C: -0.45409 -0.01774 3.13055
C: -1.25360 -1.19382 2.55331
C: -0.46420 -1.98823 1.53628
N: -1.12036 -2.99682 0.92645
C: -2.47112 -3.37909 1.29188
C: -2.78598 -4.63172 0.46563
C: -1.49420 -5.02170 -0.26823
C: -0.43931 -3.95543 0.07787
C: 0.87510 -1.72897 1.30047
C: 1.72849 -0.97938 2.25472
H: 1.52263 0.42488 3.90430
H: 0.94867 -1.20934 4.24658
H: -0.96138 0.36563 4.02587
H: -0.42848 0.78671 2.38167
H: -1.54213 -1.85538 3.39048
H: -2.19310 -0.81397 2.11630
H: -2.54267 -3.60698 2.36993
H: -3.18744 -2.56968 1.08335
H: -3.12127 -5.43417 1.12699
H: -3.58460 -4.41371 -0.24787
H: -1.13877 -6.00257 0.06016
H: -1.64563 -5.05591 -1.35020
H: -0.03228 -3.47869 -0.82753
H: 0.41344 -4.42135 0.60240
H: 1.38123 -2.15130 0.42742
H: 2.21565 -0.14875 1.73088
H: 2.55638 -1.61646 2.60354
O: 1.86598 -1.33696 -2.75275
C: 1.18440 -0.55405 -3.26984
Co: 0.07653 0.69643 -3.77820
C: 1.16186 2.07351 -3.74906
O: 1.89918 2.96001 -3.62825
C: -0.27746 0.38064 -5.47125
O: -0.49138 0.17363 -6.58847
C: -0.93210 0.62138 -2.02522
C: -0.36290 1.42041 -1.02775
C: 0.63017 1.27387 -0.11142
C: 1.57732 2.32677 0.22006
C: 2.91564 2.02987 0.60034
C: 3.80372 3.05227 0.92009
C: 3.40678 4.39389 0.80192
C: 2.11026 4.70275 0.36996
C: 1.19304 3.68217 0.13275
Co: -1.56498 2.28396 -2.07217
C: -2.39310 2.16526 -3.65117
O: -2.99121 2.13772 -4.64091
C: -0.92499 3.90738 -2.44741
O: -0.64538 4.98997 -2.74101
C: -2.82235 2.65217 -0.87399
O: -3.63493 2.90890 -0.09520
H: -1.47501 -0.31132 -1.82778
H: 0.83863 0.26872 0.25745
H: 3.23846 0.98355 0.60582
H: 4.81038 2.79890 1.26141
H: 4.10236 5.19267 1.05935
H: 1.79321 5.73895 0.23834
H: 0.15125 3.90611 -0.10821

Forces on atoms 1 to 6 (eV/Å):
0.037 -0.276 -0.060
0.028 -0.033 -0.144
0.202 0.051 0.606
1.160 0.326 0.191
-0.143 0.107 -0.450
-0.451 -0.131 0.231

Löwdin atomic charge list, values in e, 4 entries:
1 C -0.18
2 C -0.19
3 C -0.12
4 C -0.24



(4)
The following is a quantum chemistry calculation of a structure of composition C35H37GeIrNO6P2S2 in a non-equilibrium geometry, from the OMol25 dataset.

Calculated values
Gap between HOMO and LUMO, Ha: 0.13674
Strongest force on any atom, eV/Å: 3.36
Relative energy (zero: lowest compared OMol25 entry of this formula, charge and spin), kJ/mol: 382.4
Total charge: -1

Cartesian coordinates (Å):
Ir: 0.31030 -0.06090 0.10280
C: 2.50040 2.31240 2.22090
N: 2.64660 0.88870 2.23810
P: 2.50410 -0.01310 0.91370
C: 3.27210 -1.57450 1.47520
C: 3.37560 -1.88320 2.82440
C: 3.95390 -3.07800 3.21720
C: 4.43460 -3.96950 2.27060
C: 4.35080 -3.65620 0.92350
C: 3.76180 -2.46910 0.53060
C: 3.80980 0.44880 -0.30260
C: 5.03960 0.83370 0.22290
C: 6.11050 1.06520 -0.62050
C: 5.95480 0.90430 -1.98870
C: 4.72230 0.54980 -2.51290
C: 3.64120 0.33010 -1.67380
P: -0.74180 -0.14150 2.49630
C: 0.07910 0.00170 4.08500
C: 0.29930 1.28910 4.60050
C: 0.96130 1.46780 5.79450
C: 1.43130 0.36840 6.50390
C: 1.23090 -0.90980 6.00180
C: 0.55430 -1.09770 4.81570
C: -1.02030 -1.91920 2.34410
C: -2.17970 -2.50480 2.77440
C: -2.40940 -3.87540 2.63670
C: -1.40430 -4.68170 2.07290
C: -0.24510 -4.14870 1.61170
C: 0.02680 -2.68860 1.59810
H: 3.23860 2.80780 1.57590
H: 2.62030 2.67660 3.24520
H: 1.51320 2.61380 1.84710
H: 3.01040 -1.16960 3.54730
H: 4.03150 -3.31860 4.26820
H: 4.88630 -4.90060 2.58330
H: 4.74540 -4.33280 0.17790
H: 3.69130 -2.21240 -0.51610
H: 5.13750 0.93530 1.29660
H: 7.06960 1.35940 -0.21480
H: 6.79680 1.06900 -2.64790
H: 4.61270 0.44010 -3.58220
H: 2.66690 0.07160 -2.06480
H: -0.05920 2.13690 4.03550
H: 1.11120 2.46550 6.18950
H: 1.94890 0.51150 7.44170
H: 1.60100 -1.76730 6.54870
H: 0.39400 -2.09450 4.43250
H: -2.93250 -1.88740 3.24620
H: -3.33910 -4.31250 2.97140
H: -1.55670 -5.75190 2.00300
H: 0.52890 -4.77240 1.18930
H: 1.00260 -2.49510 2.08070
O: -0.11260 0.58430 -2.23980
S: -1.52670 0.58060 -1.90820
O: -2.36890 -0.00630 -2.92580
O: -1.75320 -0.06050 -0.58960
C: -2.18730 2.24830 -1.73650
C: -3.52040 2.40870 -2.08920
C: -4.13440 3.64340 -1.96290
C: -3.40510 4.72970 -1.50170
C: -2.07310 4.56760 -1.16420
C: -1.46840 3.32880 -1.28350
S: 0.21840 3.18030 -0.67530
O: 0.45320 4.41420 0.05430
O: 1.13110 2.96530 -1.76650
O: 0.11980 2.05820 0.28410
H: -4.05160 1.54370 -2.45560
H: -5.17750 3.76270 -2.22390
H: -3.87990 5.69370 -1.39290
H: -1.47370 5.37730 -0.78160
C: -0.84570 -4.92460 -1.32460
Ge: -1.12200 -2.90780 -1.19800
C: -0.63510 -2.43390 -3.07100
C: -3.04430 -2.72970 -0.68950
C: 0.23670 -2.17280 0.13550
H: -1.31410 -5.26930 -2.24160
H: -1.29250 -5.46600 -0.50160
H: 0.20630 -5.18670 -1.37440
H: -1.51670 -2.49390 -3.70100
H: 0.11890 -3.11960 -3.45220
H: -0.26110 -1.42200 -3.12840
H: -3.67550 -3.39830 -1.26940
H: -3.35110 -1.70460 -0.84880
H: -3.15120 -2.96440 0.36550
H: 1.18660 -2.62730 -0.19060

Forces on atoms 1 to 6 (eV/Å):
1.025 -0.925 3.064
-0.500 -0.023 -0.199
0.523 -1.366 -0.468
-0.788 1.734 1.204
-0.474 -0.162 -0.376
-0.057 0.080 0.062

Löwdin atomic charge list, values in e, 4 entries:
1 Ir 0.90
2 C -0.26
3 N -0.32
4 P 0.75



(5)
The following is a quantum chemistry calculation of a structure of composition C7H11DyI2N2O5S in a non-equilibrium geometry, from the OMol25 dataset.

Calculated values
Spin multiplicity: 6
Gap between HOMO and LUMO (spin up / spin down), Ha: 0.17818 / 0.18114
Strongest force on any atom, eV/Å: 4.62
<S²>: 9.3828
Relative energy (zero: lowest compared OMol25 entry of this formula, charge and spin), kJ/mol: 0.0
Total charge: -2

Cartesian coordinates (Å):
C: -0.53232 -2.43688 0.86649
I: -2.86001 0.04041 1.53316
H: -0.02248 -3.34796 0.54928
H: -1.19871 -2.04939 0.07817
H: -1.10603 -2.56781 1.78881
C: -0.64111 1.27149 -3.15054
C: -0.23011 0.47139 -1.07868
N: -0.81114 1.47391 -1.79652
H: 0.46714 -0.36505 -4.13793
I: 2.45426 1.78863 0.58825
N: 0.37286 -0.30154 -2.01552
H: -1.04872 1.94738 -3.86878
Dy: -0.07285 0.77072 1.28841
C: 0.59192 -1.56186 1.21353
O: 1.70716 -1.58536 1.53375
C: 0.09269 0.15510 -3.28582
C: 1.24743 -1.43355 -1.71064
H: 1.80308 -1.66546 -2.61875
H: 0.67213 -2.31937 -1.40652
H: 1.95947 -1.17083 -0.91400
C: -1.41941 2.67261 -1.21652
H: -2.24739 3.00528 -1.85518
H: -0.68245 3.49087 -1.14308
H: -1.81957 2.46010 -0.20595
O: 0.54968 0.81912 5.57865
S: 0.70002 0.22182 4.24148
O: 0.18087 -1.16855 4.12118
O: -0.19090 1.06993 3.31849
O: 2.08448 0.31487 3.70478

Forces on atoms 1 to 6 (eV/Å):
0.542 -1.598 -0.104
-1.846 -0.033 -0.261
-0.498 -0.934 -0.113
0.492 0.079 0.461
0.061 -0.101 -0.126
-0.047 0.336 0.119

Löwdin atomic charge list, values in e, 4 entries:
1 C -0.16
2 I 0.02
3 H 0.07
4 H 0.03



(6)
The following is a quantum chemistry calculation of an isolated molecule of C3H9N5 in a non-equilibrium geometry, from the OMol25 dataset.

Calculated values
Gap between HOMO and LUMO, Ha: 0.29707
Strongest force on any atom, eV/Å: 7.95
Relative energy (zero: lowest compared OMol25 entry of this formula, charge and spin), kJ/mol: 664.6
SMILES string: [H]/N=C(/C=N/N)N(C)N
Total charge: 0

Cartesian coordinates (Å):
C: 2.54100 -0.61006 -0.23893
C: 0.46566 0.86324 0.14124
C: -1.01111 0.99915 0.08518
H: 2.62972 -1.71296 -0.33041
H: 2.79353 0.05315 -0.95996
H: 2.99248 -0.23970 0.63733
H: -0.69056 -1.31078 0.22656
H: 0.80884 -1.69115 1.48320
H: 2.10975 1.78059 0.08984
H: -1.67855 1.75281 0.31402
H: -3.49302 0.60759 -0.29109
H: -3.28767 -1.08576 0.53315
N: 0.99596 -0.52759 -0.31355
N: 0.46544 -1.66598 0.28591
N: 1.01907 2.02040 0.12276
N: -1.54037 -0.22916 -0.09814
N: -2.96265 -0.40734 -0.22948

Forces on atoms 1 to 6 (eV/Å):
-4.075 -2.062 0.602
-0.352 -0.104 -2.169
-0.668 -7.910 -0.508
0.786 1.011 -0.501
1.686 1.179 -2.943
0.173 0.171 1.768

Löwdin atomic charge list, values in e, 4 entries:
1 C -0.06
2 C -0.35
3 C -0.02
4 H 0.09